No. 1
Here is a molecular structure, C18H14BaF5IN2O in a non-equilibrium geometry from the OMol25 dataset. Energies are from the ωB97M-V functional and the def2-TZVPD basis.

The geometry in XYZ format:
```
42
Properties=species:S:1:pos:R:3:forces:R:3:mulliken_charge:R:1
C -3.385033 -0.762763 2.355015 -4.177 0.029 5.743 -2.00
C -1.276278 2.772121 1.805956 -2.838 1.341 2.944 -1.45
H -4.493784 -0.820640 2.320710 0.094 -1.489 -0.150 0.47
H -3.782885 0.057791 3.335562 1.768 -0.628 -2.384 0.17
H -2.947268 -1.429034 3.163731 -0.817 -0.216 -1.001 0.50
H -1.763533 3.397702 0.977554 1.517 -0.651 1.361 0.43
H -2.148020 2.326574 2.494507 1.695 1.410 -1.214 0.56
H -0.385973 2.882867 2.490834 -0.836 0.415 -1.548 0.40
C -1.864930 -2.035570 -2.039298 -0.431 0.144 1.343 0.79
C -1.670220 -2.592358 -3.292427 -0.083 -0.719 -0.520 -0.74
C -0.979422 -1.824227 -4.243345 -0.240 -0.690 -0.948 -0.26
C -0.513332 -0.565558 -3.913147 0.133 0.593 0.434 -0.67
H -2.455949 -2.581357 -1.227962 1.124 0.846 -1.517 -0.72
H -2.069387 -3.634217 -3.499932 0.618 1.565 0.147 0.32
H -0.827024 -2.192652 -5.286557 -0.147 0.212 1.067 0.37
H 0.016796 0.093316 -4.626531 -0.484 -0.872 0.374 0.23
N -1.398509 -0.816342 -1.669111 0.247 -0.154 -1.189 0.21
C -0.717085 -0.095709 -2.604933 -0.690 -0.725 0.213 0.53
C -0.131670 1.199609 -2.172175 0.679 1.253 -0.069 0.46
N -0.325814 1.577943 -0.899267 1.299 0.025 -0.610 0.25
C 0.467773 2.547865 -0.426148 -0.790 0.271 0.547 -0.20
C 1.388393 3.102297 -2.498052 -0.956 -0.949 -0.077 -0.50
C 1.273470 3.395583 -1.146788 0.161 -0.316 -0.342 -1.21
H 0.432235 2.729667 0.636801 -0.042 -0.265 -0.180 0.53
H 1.754922 4.215624 -0.597192 0.025 -0.445 -0.646 0.39
C 0.692942 1.982253 -3.018800 0.036 0.323 1.271 -0.65
H 0.776784 1.698736 -4.046086 0.310 0.153 -0.339 0.31
H 2.000392 3.707680 -3.123038 0.330 0.287 -0.576 0.46
Ba -1.772263 0.384093 1.150349 2.208 -0.756 -2.984 1.86
I -3.841574 -3.118917 0.740353 -0.204 0.072 0.435 -0.05
F 4.410308 -3.122881 3.083165 -0.088 0.016 0.022 -0.32
C 3.460440 -2.226667 2.758467 -0.032 0.116 -0.077 0.48
C 2.130562 -2.649293 2.607500 0.384 -0.201 0.171 -0.09
F 1.809164 -3.959210 2.776909 0.303 0.894 -0.128 -0.31
C 1.159946 -1.722375 2.286904 0.770 1.290 -0.081 0.11
F -0.120150 -2.109055 2.040807 0.210 0.175 0.083 -0.22
C 1.488699 -0.330524 2.098020 0.674 -0.796 -0.411 0.07
O 0.620525 0.505895 1.640092 0.101 -0.009 0.679 -0.37
C 2.864256 0.053980 2.262323 -1.275 -0.726 -0.022 0.26
F 3.172107 1.342606 2.020014 0.160 -0.287 0.107 -0.32
C 3.829421 -0.883545 2.576115 -0.091 -0.166 0.109 0.21
F 5.120969 -0.501305 2.709102 -0.625 -0.371 -0.039 -0.30
```
Positions in Å, forces in eV/Å.

Calculated values
**Net charge**: 0
**Strongest force on any atom**: 7.10 eV/A
**Energy above the lowest of the compared OMol25 structures with the same formula, charge and spin**: 866.5 kJ/mol
**DFT total energy**: -1701.3264 Ha

***

No. 2
Here is a molecular structure, C18H14BrN2O6Sm in a non-equilibrium geometry from the OMol25 dataset. Energies are from the ωB97M-V functional and the def2-TZVPD basis.

The geometry in XYZ format:
```
42
Properties=species:S:1:pos:R:3:forces:R:3:mulliken_charge:R:1
Sm -0.176786 0.461190 0.774434 1.297 -3.287 0.846 1.38
O -3.276113 -2.884310 -2.159158 -0.204 -0.128 -0.145 -0.58
C -3.828615 -2.988918 -0.900216 0.014 0.056 -0.271 1.25
C -4.949738 -3.782802 -0.706494 -0.048 -0.026 0.067 -0.86
C -5.527760 -3.873789 0.547319 0.022 0.048 0.092 -0.46
C -4.972892 -3.172784 1.610378 0.047 -0.002 -0.094 -0.80
C -3.843419 -2.393151 1.400986 0.021 -0.070 0.028 -0.49
C -3.245749 -2.283670 0.147830 -0.104 -0.003 0.208 -0.24
C -2.058090 -1.340704 0.005624 0.258 -0.904 0.190 0.41
O -1.357380 -1.173231 1.196728 -1.515 -1.706 -0.038 -0.72
N -1.135880 -1.816003 -1.058363 0.353 0.075 0.094 -0.15
N 0.086272 -1.284772 -1.001569 -0.737 -0.113 0.265 -0.34
C 1.086642 -1.734067 -1.637466 0.717 -0.146 -0.313 -0.27
C 2.410623 -1.109068 -1.480393 -0.856 -0.390 -0.001 0.36
Br 2.595347 0.074233 -0.025599 0.667 0.251 0.348 -0.15
C 3.504392 -1.315179 -2.193150 0.543 -0.439 -0.882 -1.02
C 3.595312 -2.102241 -3.446019 -0.013 0.182 0.405 0.74
C 4.833544 -2.620248 -3.821158 0.158 -0.097 -0.019 -0.51
C 4.972294 -3.363243 -4.984938 -0.052 0.062 0.067 -0.53
C 3.869232 -3.585180 -5.799082 0.016 -0.016 0.007 -0.42
C 2.636912 -3.049722 -5.449894 0.036 0.018 0.067 -0.62
C 2.501673 -2.311452 -4.283487 -0.157 0.067 -0.265 -0.49
H -3.836848 -3.367209 -2.780344 0.120 0.089 0.101 0.32
H -5.370757 -4.324727 -1.548702 0.023 0.028 0.042 0.26
H -6.408322 -4.488781 0.688294 0.042 0.026 0.012 0.38
H -5.414949 -3.232670 2.596604 0.028 0.006 -0.036 0.39
H -3.391686 -1.852430 2.221179 0.009 0.007 -0.014 0.39
H -2.451966 -0.380218 -0.336611 -0.166 0.425 -0.185 0.21
H -1.302133 -2.671822 -1.566306 0.031 -0.035 0.027 0.36
H 1.008154 -2.613171 -2.275626 0.052 0.038 0.133 0.75
H 4.431619 -0.875817 -1.839071 -0.056 0.008 -0.115 0.35
H 5.697243 -2.440397 -3.188617 -0.057 -0.020 -0.044 0.35
H 5.941797 -3.761089 -5.258922 -0.045 0.014 0.017 0.38
H 3.972372 -4.159855 -6.710733 0.004 0.015 0.017 0.38
H 1.778707 -3.192236 -6.093656 0.014 -0.004 -0.007 0.38
H 1.544825 -1.853924 -4.056197 0.174 -0.024 -0.137 0.71
O -1.746995 2.033138 0.760254 -0.902 0.974 0.026 -0.57
C -0.682674 2.635911 0.442817 -0.539 2.058 0.273 0.83
O -0.036762 2.206169 -0.546063 0.472 1.478 -1.409 -0.55
C 0.153270 3.134450 1.663574 0.102 -0.537 0.028 0.40
O 0.294539 4.236420 2.092024 0.125 0.172 0.116 -0.57
O 0.626306 1.963712 2.104638 0.106 1.850 0.498 -0.66
```
Positions in Å, forces in eV/Å.

Calculated values
**Net charge**: 0
**2S+1**: 6
**Strongest force on any atom**: 3.63 eV/A
**⟨S²⟩**: 8.759
**DFT total energy**: -4487.2818 Ha

***

No. 3
Here is a molecular structure, C18H14Cl3GaN6OS from the OMol25 dataset. Energies are from the ωB97M-V functional and the def2-TZVPD basis.

The geometry in XYZ format:
```
44
Properties=species:S:1:pos:R:3:forces:R:3:mulliken_charge:R:1
Ga 1.200542 0.361711 -0.108115 -0.243 -0.068 -0.215 -0.06
N -2.567000 -0.603961 -1.499584 -0.106 -0.067 -0.028 -0.09
C -2.644786 -1.858311 -2.180993 -0.011 -0.004 -0.012 0.28
C -3.821993 -2.199203 -2.816728 -0.039 0.032 -0.010 -0.67
C -3.917179 -3.407613 -3.496715 -0.007 0.028 0.013 -0.66
C -2.830609 -4.262338 -3.538750 -0.022 -0.023 -0.017 -0.69
C -1.645195 -3.914703 -2.899906 -0.003 -0.077 -0.051 -0.74
C -1.557886 -2.716973 -2.219369 0.070 0.132 0.074 0.85
S -0.028589 -2.332048 -1.404743 -0.024 -0.090 0.014 -0.15
N -0.343998 -0.751545 -0.823541 0.176 0.138 0.066 -0.15
C -1.468725 -0.125714 -0.920355 -0.068 -0.005 -0.020 0.17
C -1.495134 1.243495 -0.314915 0.026 -0.019 0.006 1.36
C -2.599273 2.065798 -0.290851 -0.084 -0.004 -0.024 -0.67
C -2.497261 3.319241 0.302595 -0.010 0.016 0.007 -0.63
C -1.293216 3.713754 0.856034 -0.077 0.047 0.003 -0.85
C -0.224324 2.841726 0.795352 0.048 -0.063 -0.024 0.20
N -0.326133 1.637361 0.225475 0.053 0.019 0.029 0.18
H -3.391113 -0.029714 -1.549679 0.014 0.012 0.011 0.01
H -4.669363 -1.522551 -2.786143 0.019 -0.023 -0.006 0.40
H -4.841987 -3.668439 -3.991997 0.018 -0.009 0.003 0.41
H -2.895531 -5.202252 -4.069477 0.005 0.016 0.012 0.41
H -0.793475 -4.583778 -2.937515 -0.012 0.024 0.001 0.41
H -3.541145 1.761083 -0.723660 0.004 0.018 0.017 0.44
H -3.355019 3.977910 0.327305 -0.002 -0.007 -0.005 0.47
H -1.178812 4.681471 1.322896 0.021 -0.015 -0.003 0.45
H 0.741938 3.101416 1.202237 0.008 0.000 0.002 0.36
Cl 1.599899 -2.121341 4.768369 0.118 0.052 0.108 -0.05
C 0.441482 -2.369445 3.480833 -0.225 0.202 -0.004 0.74
Cl -1.130949 -1.645699 3.876085 0.055 -0.030 -0.001 -0.07
Cl 0.283874 -4.053462 3.059849 -0.015 -0.204 -0.097 -0.03
C 0.917261 -1.638367 2.290997 0.235 -0.271 0.054 -0.03
N 1.311366 -1.096317 1.365595 -0.131 0.287 -0.086 -0.10
C 4.985484 2.016960 3.486511 -0.034 0.001 -0.085 -1.11
C 4.722962 2.418786 2.022385 0.064 -0.020 0.234 -0.39
C 3.497858 1.831298 1.503390 0.209 0.073 -0.037 0.53
N 2.532748 1.368644 1.095362 -0.083 0.015 0.046 -0.44
H 5.782984 2.642596 3.879020 0.020 -0.022 -0.012 0.35
H 5.299500 0.977475 3.551735 -0.029 -0.005 0.007 0.34
H 4.101492 2.162817 4.104815 0.015 0.034 0.000 0.36
H 5.539093 2.097368 1.372693 -0.026 -0.015 -0.065 0.29
H 4.638609 3.501789 1.914790 -0.082 0.008 -0.024 0.32
O 2.821193 0.986063 -3.853086 -0.039 -0.068 0.187 -0.43
C 2.484754 0.789666 -2.757986 0.033 0.055 -0.339 0.88
N 2.155654 0.605344 -1.620214 0.160 -0.101 0.272 -0.20
```
Positions in Å, forces in eV/Å.

Calculated values
**Net charge**: +2
**Strongest force on any atom**: 0.36 eV/A
**DFT total energy**: -4801.1866 Ha